C7H15IN2 as an isolated structure, computed with wB97M-V/def2-TZVPD.

Results
* LUMO (spin up / spin down): 0.68 / 0.68 eV
* HOMO energy (spin up / spin down): -7.48 / -7.48 eV

```
! RIJCOSX wB97M-V def2-TZVPD def2/J DEFGRID3
* xyz 0 1
C 1.00 -2.38 -0.51
C 1.41 -1.17 -0.61
C 1.14 0.61 2.81
C -1.38 2.00 -0.95
C 1.97 -0.32 0.51
C 0.81 0.38 1.35
C -2.08 0.81 -1.50
N -1.58 -0.39 -1.42
N -1.95 -1.55 -1.82
I -3.75 -1.63 -2.58
H 0.54 -2.91 -1.31
H 1.07 -2.98 0.41
H 0.18 0.62 3.38
H 1.47 1.70 2.76
H 1.76 0.00 3.25
H -2.26 2.71 -0.77
H -0.79 1.90 -0.03
H -0.81 2.45 -1.74
H 2.64 0.40 0.17
H 2.51 -1.04 1.17
H 0.50 1.29 0.83
H 0.10 -0.33 1.04
H -2.94 0.94 -2.07
H 1.20 -0.64 -1.56
H -0.78 -0.47 -0.84
*
```



An isolated ion of composition C7H15INO and charge +1, computed with wB97M-V/def2-TZVPD.

Results
* LUMO (spin up / spin down): -3.32 / -5.22 eV
* HOMO energy (spin up / spin down): -10.93 / -13.47 eV
* <S²>: 2.0100

```
! RIJCOSX wB97M-V def2-TZVPD def2/J DEFGRID3
* xyz 1 3
C -1.00 -1.83 0.64
C -0.17 -1.07 1.71
C 0.65 0.86 -0.69
C 1.17 0.73 0.76
C -1.56 -1.00 -0.48
C 2.68 1.07 0.84
C -1.46 -1.39 -1.90
N -0.32 2.00 -1.04
O 1.10 -0.63 1.33
I -3.04 0.35 0.14
H -0.46 -2.69 0.25
H -1.82 -2.26 1.18
H -0.81 -0.29 1.87
H 0.10 -1.75 2.59
H 1.18 0.48 -1.56
H 0.62 1.55 1.38
H 3.06 1.48 -0.03
H 3.22 0.08 1.06
H 3.04 1.67 1.63
H -2.48 -1.86 -2.01
H -0.68 -2.04 -1.96
H -1.42 -0.36 -2.56
H -0.07 2.66 -0.39
H -1.34 1.82 -0.83
H -0.17 2.42 -1.95
*
```



C7H15InO7 as an isolated structure, computed with wB97M-V/def2-TZVPD.

Results
* LUMO: -10.01 eV
* HOMO energy: -16.64 eV

```
! RIJCOSX wB97M-V def2-TZVPD def2/J DEFGRID3
* xyz 2 1
In -20.95 -5.61 19.38
C -24.13 -5.76 19.15
O -22.79 -5.54 19.28
H -24.56 -6.69 19.54
H -24.65 -5.03 19.76
H -24.48 -5.64 18.12
C -18.23 -2.21 19.17
O -18.11 -2.94 18.00
C -18.88 -4.05 17.85
O -19.69 -4.57 18.65
O -18.48 -4.52 16.67
C -19.13 -5.66 16.04
H -17.77 -2.61 20.07
H -19.24 -1.83 19.31
H -17.72 -1.25 19.04
H -20.16 -5.38 15.82
H -19.03 -6.64 16.50
H -18.74 -5.78 15.03
C -20.57 -6.38 23.15
O -21.66 -5.46 23.24
C -22.30 -5.13 22.10
O -21.91 -5.37 20.97
O -23.33 -4.42 22.50
C -24.01 -3.71 21.46
H -20.97 -7.39 23.06
H -19.95 -6.22 24.03
H -19.97 -6.23 22.25
H -23.99 -4.14 20.46
H -23.77 -2.64 21.45
H -25.08 -3.76 21.66
*
```